Record 1
The following is a DFT calculation (wB97M-V/def2-TZVPD) of an isolated molecule of C5H7NO2 at a distorted geometry.

ORCA input file:
```
! wB97M-V def2-TZVPD RIJCOSX def2/J DEFGRID3
* xyz 0 1
N -2.38491 -0.60127 0.72958
C -1.23260 0.25192 0.91651
C -0.35389 0.59024 -0.27452
O 0.64315 1.51244 -0.80393
C 1.68293 0.63187 -1.07207
C 1.83720 -0.60820 -0.55417
O 0.99382 -1.25286 0.30550
C 0.20004 -0.20251 0.82657
H -3.22806 -0.12610 0.37229
H -2.14536 -1.33405 0.06338
H -1.47534 0.93121 1.72797
H -0.59572 -0.02249 -1.15658
H 2.52382 1.05170 -1.63951
H 2.67302 -1.24081 -0.86317
H 0.86191 0.41890 1.42216
*
```

frontier orbital gap: 9.44 eV
SMILES string: NC1[C@H]2OC=CO[C@H]12
HOMO energy: -8.5 eV
ΔE to the lowest compared entry with this formula, charge and spin: 4.3394 eV



Record 2
The following is a DFT calculation (wB97M-V/def2-TZVPD) of a cluster of 2 separate species, CH6OS2 in total at a distorted geometry.

ORCA input file:
```
! wB97M-V def2-TZVPD RIJCOSX def2/J DEFGRID3
* xyz 0 1
C -1.41958 1.96151 -1.78959
S -1.45940 2.54838 0.05218
S 0.11737 1.91247 0.95012
H -2.38224 1.46020 -1.70230
H -0.75446 1.09801 -1.98799
H -1.22699 2.58799 -2.60549
H -0.26633 0.73905 1.27209
O 2.33566 -3.79244 2.06423
H 1.80440 -4.41717 1.63182
H 3.25158 -4.09800 2.11494
*
```

frontier orbital gap: 9.86 eV
SMILES string: CSS.O
HOMO energy: -9.1 eV
ΔE to the lowest compared entry with this formula, charge and spin: 0.8922 eV



Record 3
The following is a DFT calculation (wB97M-V/def2-TZVPD) of an isolated molecule of C2H4O2 at a distorted geometry.

ORCA input file:
```
! wB97M-V def2-TZVPD RIJCOSX def2/J DEFGRID3
* xyz 0 3
C -0.21998 0.65509 0.04309
C 0.14244 -0.57627 -0.83107
O -0.45042 0.57393 2.73709
O -0.21554 0.19289 1.34873
H -0.07530 1.63794 -0.18707
H -0.69756 -0.89102 -1.38276
H 0.67444 -1.22261 -0.18092
H 0.84192 -0.36995 -1.54709
*
```

<S²>: 2.009
frontier orbital gap (spin up / spin down): 8.52 / 8.77 eV
HOMO energy (spin up / spin down): -7.7 / -10.8 eV
ΔE to the lowest compared entry with this formula, charge and spin: 2.8737 eV



Record 4
The following is a DFT calculation (wB97M-V/def2-TZVPD) of a structure of composition C7H14N2 at a distorted geometry.

ORCA input file:
```
! wB97M-V def2-TZVPD RIJCOSX def2/J DEFGRID3
* xyz 0 1
C 2.73007 -2.19931 0.29307
C 0.47718 -1.39817 -0.04999
C -0.86727 -0.80339 0.62132
C -0.53056 0.47932 0.02661
C 0.22375 -0.21871 -1.17102
C -1.52938 2.78041 -0.65438
C -2.43234 2.12956 0.44425
H 2.68213 -3.57502 0.66631
H 2.58155 -1.94970 -0.95840
H 3.92778 -1.79562 0.76070
H 2.05242 -0.58228 1.29715
H 0.58089 -2.44269 -0.23732
H -1.52487 -1.27647 -0.44455
H -1.27532 -1.18449 1.61622
H 0.37380 1.08515 0.43972
H 1.12472 0.27910 -1.76964
H -0.67696 -0.36445 -1.84690
H -1.90415 3.14280 -1.59135
H -0.60786 3.30958 -0.21420
H -3.53355 2.01067 0.65377
H -1.91620 2.61619 1.49544
N 1.66972 -1.49780 1.03705
N -1.62553 1.45532 -0.41386
*
```

frontier orbital gap: 9.93 eV
HOMO energy: -9.0 eV
ΔE to the lowest compared entry with this formula, charge and spin: 8.7663 eV



Record 5
The following is a DFT calculation (wB97M-V/def2-TZVPD) of a structure of composition C42H58BN11O6P2S4V at a distorted geometry.

ORCA input file:
```
! wB97M-V def2-TZVPD RIJCOSX def2/J DEFGRID3
* xyz 2 2
V -0.50658 -0.37815 0.52052
C 4.41451 1.78045 1.17016
C 3.92042 0.36995 1.30243
C 4.63484 -0.57954 1.98380
C 4.19846 -1.91232 2.05730
N 3.06866 -2.28739 1.49073
N 2.36592 -1.36763 0.85250
B 1.04782 -1.84596 0.09018
N 1.51148 -1.97625 -1.40035
N 2.80594 -2.29220 -1.63039
C 3.14118 -2.57119 -2.85447
C 2.15546 -2.62214 -3.88804
C 0.86880 -2.26505 -3.65458
C -0.20692 -2.26402 -4.69817
C 0.56989 -1.84530 -2.32278
S -0.88750 -1.10854 -1.83526
C 4.61190 -2.81189 -3.15656
C 5.07932 -1.68619 -4.09193
C 4.78423 -4.17052 -3.84668
C 5.44692 -2.78773 -1.87762
N 0.52189 -3.26635 0.50767
N 1.38412 -4.25495 0.17516
C 1.00975 -5.48707 0.34714
C -0.25221 -5.78706 0.92455
C -1.13626 -4.80574 1.22823
C -2.49573 -5.09646 1.79026
C -0.72051 -3.47043 0.95138
S -1.85679 -2.17590 1.14969
C 1.95336 -6.59703 -0.09580
C 3.04411 -6.04428 -1.01394
C 1.14936 -7.66365 -0.85687
C 2.58723 -7.23067 1.15026
C 2.72279 -0.08943 0.73779
S 1.66534 0.85054 -0.33352
C 5.01489 -2.96856 2.78172
C 4.45890 -4.36531 2.51378
C 4.94999 -2.66909 4.28745
C 6.47038 -2.89475 2.29249
H 5.47809 1.81913 1.39552
H 3.89065 2.44304 1.85916
H 4.25487 2.16542 0.16213
H 5.56330 -0.29772 2.46454
H 2.44539 -2.94663 -4.88044
H 0.14238 -2.73031 -5.61746
H -0.52212 -1.24080 -4.91694
H -1.09153 -2.79334 -4.34038
H 4.53697 -1.69345 -5.04018
H 6.13981 -1.81024 -4.31817
H 4.94394 -0.70647 -3.62717
H 4.25561 -4.22341 -4.80014
H 4.43129 -4.98549 -3.21174
H 5.84165 -4.33923 -4.05534
H 5.36435 -1.82865 -1.36053
H 6.49396 -2.95120 -2.13610
H 5.13389 -3.56943 -1.17992
H -0.52467 -6.82037 1.09847
H -2.66672 -6.16973 1.83301
H -3.27775 -4.64155 1.18133
H -2.59062 -4.68448 2.79680
H 2.62971 -5.77768 -1.99065
H 3.80672 -6.80957 -1.16639
H 3.51615 -5.15238 -0.59930
H 0.51766 -7.21979 -1.63047
H 0.51982 -8.26375 -0.19775
H 1.84227 -8.34905 -1.34697
H 3.23589 -6.52362 1.67112
H 3.18852 -8.09179 0.85390
H 1.82811 -7.58250 1.85376
H 3.40006 -4.43375 2.76613
H 5.00864 -5.08798 3.11792
H 4.56740 -4.64305 1.46188
H 3.92854 -2.76067 4.66338
H 5.31205 -1.66478 4.52068
H 5.57588 -3.37957 4.82914
H 6.52660 -2.89057 1.20129
H 7.01337 -3.76990 2.65093
H 6.99490 -2.01509 2.66942
N -2.35236 2.32164 3.53959
C -2.30463 1.00639 2.74170
C -3.47338 0.12376 3.18152
P -2.56222 1.68483 0.94417
O -4.11313 1.51470 0.69882
O -2.21052 3.11235 1.08421
O -1.85312 0.82504 -0.13778
P -0.60082 0.32733 3.32314
O -0.99134 -0.85780 4.29674
O 0.06768 1.45207 4.00877
O 0.23182 -0.36322 2.17674
H -3.16439 2.35552 4.15374
H -2.36376 3.09321 2.84279
H -1.46642 2.40745 4.07152
H -4.40940 0.66155 3.02938
H -3.37381 -0.15430 4.23007
H -3.51596 -0.79652 2.60650
H -4.37658 0.78834 0.12108
H -0.57697 -0.75896 5.16367
S 1.11355 2.44011 0.98754
C 0.65611 3.83248 -0.03701
N 0.79770 4.87771 0.67245
N 0.40546 6.10079 0.37712
C -0.59658 6.62643 -0.50189
C -0.43634 7.95881 -0.85192
C -1.39691 8.59353 -1.62318
C -2.52692 7.90137 -2.03553
C -2.68941 6.57672 -1.65316
C -1.72901 5.92884 -0.88618
N 0.28662 3.77104 -1.39198
N 0.48644 2.63789 -1.87291
C 0.27804 2.57132 -3.29750
C -0.53313 3.46052 -3.98733
C -0.65661 3.32944 -5.36110
C 0.04369 2.33419 -6.03573
C 0.86520 1.46051 -5.33591
C 0.96638 1.56788 -3.95563
H 0.84552 6.78252 0.97368
H 0.44664 8.50024 -0.52980
H -1.25916 9.63098 -1.89741
H -3.27995 8.39365 -2.63568
H -3.58286 6.03628 -1.94149
H -1.89403 4.91216 -0.55567
H -1.05339 4.24250 -3.44924
H -1.29170 4.01191 -5.90999
H -0.04972 2.24364 -7.10995
H 1.42962 0.70243 -5.86554
H 1.60680 0.90212 -3.38692
*
```

<S²>: 0.776
frontier orbital gap (spin up / spin down): 6.14 / 6.37 eV
HOMO energy (spin up / spin down): -11.7 / -11.7 eV
ΔE to the lowest compared entry with this formula, charge and spin: 1.3818 eV



Record 6
The following is a DFT calculation (wB97M-V/def2-TZVPD) of a cluster of 2 separate species, C2H6O3 in total at a distorted geometry.

ORCA input file:
```
! wB97M-V def2-TZVPD RIJCOSX def2/J DEFGRID3
* xyz 0 1
O -3.49159 0.17379 0.36558
C -2.30374 0.19007 0.47022
O -1.56283 1.14509 -0.11141
H -1.69868 -0.51269 1.05728
H -0.61855 0.89678 -0.14643
C 1.84441 -0.40319 0.05299
O 1.04762 0.35056 -0.88971
H 1.43681 -1.41184 0.14356
H 2.89205 -0.48708 -0.23562
H 1.73310 0.21541 0.92911
H 0.72142 -0.15690 -1.63556
*
```

frontier orbital gap: 11.01 eV
SMILES string: O=CO.CO
HOMO energy: -10.5 eV
ΔE to the lowest compared entry with this formula, charge and spin: 1.2421 eV



Record 7
The following is a DFT calculation (wB97M-V/def2-TZVPD) of a cluster of 2 separate species, C9H14 in total at a distorted geometry.

ORCA input file:
```
! wB97M-V def2-TZVPD RIJCOSX def2/J DEFGRID3
* xyz 1 2
C 0.41409 1.95795 -1.31001
C -0.29426 -0.35416 -0.85543
C -0.48199 1.03724 -0.63024
C -1.07451 -1.33463 -0.22265
C -1.93975 -0.95647 0.80876
C -1.50124 1.38626 0.34062
C -2.26400 0.36557 0.92218
H 0.55155 -0.72361 -1.56455
H -1.18799 -2.35128 -0.55699
H 1.01562 2.64715 -0.72358
H -0.25082 2.75541 -1.84782
H -2.44491 -1.59097 1.52193
H -1.73127 2.40682 0.67777
H -3.00977 0.70333 1.67869
H 1.11906 1.49165 -2.09529
C 2.73821 -1.62148 -0.01853
C 2.66319 -0.40878 0.97028
H 2.71027 -2.63029 0.37151
H 1.91865 -1.43041 -0.74499
H 3.71664 -1.42711 -0.49795
H 2.42600 0.58690 0.59574
H 3.67192 -0.13787 1.41152
H 1.93660 -0.72866 1.74406
*
```

<S²>: 0.769
frontier orbital gap (spin up / spin down): 10.01 / 6.18 eV
HOMO energy (spin up / spin down): -14.5 / -14.5 eV
ΔE to the lowest compared entry with this formula, charge and spin: 1.4306 eV



Record 8
The following is a DFT calculation (wB97M-V/def2-TZVPD) of an isolated molecule of C19H27N5O4S at a distorted geometry.

ORCA input file:
```
! wB97M-V def2-TZVPD RIJCOSX def2/J DEFGRID3
* xyz 0 1
C -4.65033 1.50759 -4.85668
C -5.38346 0.16893 -4.71120
C -5.79974 -0.08109 -3.27626
C -7.08477 -0.04469 -2.71657
N -7.13693 -0.30039 -1.42346
N -5.85322 -0.52755 -1.07855
C -5.40650 -0.83485 0.17556
C -4.03571 -1.03412 0.34367
C -3.19435 -0.91569 -0.77394
C -1.70247 -1.14092 -0.63414
O -1.26109 -2.28055 -0.79562
N -0.91339 -0.08107 -0.28510
C -1.40282 1.30848 -0.26398
C 0.55730 -0.17181 -0.11218
C 1.29834 0.01463 -1.45302
C 1.07890 -1.39635 0.69534
N 2.43188 -1.21071 1.23131
C 2.74143 -0.42237 2.27059
O 1.87664 0.19897 2.88419
C 4.22476 -0.34255 2.68169
C 4.73518 -1.76170 3.07741
C 4.47528 0.67761 3.84662
C 5.88731 1.27608 3.70908
C 6.02633 1.73053 2.24931
S 5.26125 0.36100 1.25452
O 6.31084 -0.59811 0.90163
O 4.43086 0.95857 0.20643
N -3.65724 -0.59631 -2.02103
C -4.97488 -0.41237 -2.16625
H -4.36442 1.68798 -5.89330
H -5.27633 2.34014 -4.53391
H -3.74009 1.52596 -4.25562
H -6.24951 0.16441 -5.37601
H -4.73804 -0.63742 -5.06610
H -7.99018 0.17755 -3.26710
H -6.15414 -0.90824 0.95444
H -3.62586 -1.29439 1.31145
H -2.48361 1.40886 -0.36411
H -1.12567 1.79100 0.67454
H -0.95080 1.87940 -1.07624
H 0.83250 0.68300 0.51071
H 2.37446 -0.10749 -1.32634
H 0.98099 -0.72086 -2.19346
H 1.15206 1.01555 -1.85835
H 0.39282 -1.61714 1.51746
H 1.08004 -2.28807 0.06603
H 3.18246 -1.66513 0.73676
H 4.20877 -2.15549 3.94877
H 4.64810 -2.48523 2.26467
H 5.79234 -1.73434 3.34572
H 3.76371 1.50797 3.81327
H 4.33376 0.21411 4.82526
H 6.04252 2.10303 4.40592
H 6.64176 0.52063 3.94341
H 5.38095 2.59072 2.08325
H 7.01204 1.95429 1.84949
*
```

frontier orbital gap: 8.22 eV
SMILES string: CCc1cnn2ccc(C(=O)N(C)[C@H](C)CNC(=O)[C@]3(C)CCCS3(=O)=O)nc12
HOMO energy: -8.2 eV
ΔE to the lowest compared entry with this formula, charge and spin: 3.0901 eV